1.
C44H72F36LiN10O24S12 | ωB97M-V/def2-TZVPD

Last column: Mulliken charge in e.
Element x y z (Å)
1 S -6.54 1.70 -1.63  0.992
2 S 3.44 -4.89 2.48  0.797
3 S 0.96 -0.94 -0.91  0.185
4 S -8.70 3.03 -2.09  1.043
5 S 1.21 0.03 -6.32  1.041
6 S -6.85 1.26 3.10  1.180
7 S -1.00 -1.00 0.65  0.523
8 S 0.38 1.81 -7.99  0.977
9 S 3.89 -2.62 3.70  0.916
10 S 10.76 0.12 -1.14  1.096
11 S -8.61 2.43 4.45  1.065
12 S 8.76 -0.81 -2.48  1.016
13 F -0.09 1.07 2.22  -0.141
14 F -10.15 3.48 6.25  -0.203
15 F -9.30 2.50 0.50  -0.178
16 F 2.84 -2.55 -1.96  -0.161
17 F -4.24 3.00 -1.21  -0.270
18 F 7.23 -2.06 -0.48  -0.219
19 F -8.76 2.14 7.11  -0.222
20 F 5.74 -4.16 1.47  -0.162
21 F 2.04 -0.48 3.70  -0.241
22 F 4.12 -4.34 0.03  -0.166
23 F 2.74 1.46 -9.32  -0.236
24 F 3.58 -0.47 2.16  -0.115
25 F 3.28 -2.06 0.06  0.106
26 F 4.02 0.09 4.10  -0.213
27 F 12.98 0.63 0.26  -0.185
28 F -10.70 3.85 -0.45  -0.191
29 F 2.32 -1.55 -4.48  -0.048
30 F 11.95 -1.29 0.69  -0.217
31 F -4.25 1.90 3.32  -0.184
32 F -10.87 1.86 -0.95  -0.197
33 F -4.23 0.67 -1.43  -0.109
34 F 5.13 -6.08 0.78  -0.234
35 F -10.57 1.35 6.12  -0.236
36 F 13.00 -1.07 -1.19  -0.215
37 F 7.19 0.01 -0.26  -0.243
38 F -0.56 -0.70 3.26  -0.195
39 F -2.21 0.70 2.64  0.012
40 F 6.06 -0.74 -1.85  -0.117
41 F 1.52 2.91 -10.17  -0.204
42 F 3.54 -0.48 -1.54  -0.013
43 F -4.78 0.03 4.55  -0.195
44 F 3.73 -0.22 -5.52  -0.254
45 F -5.32 2.03 5.29  -0.279
46 F 2.40 0.51 -3.94  -0.137
47 F 0.95 0.79 -10.42  -0.219
48 F -5.02 1.61 0.44  -0.119
49 O -7.71 3.47 4.64  -0.564
50 O 0.31 -1.77 -1.94  -0.190
51 O 5.36 -2.64 3.62  -0.518
52 O -1.89 -2.09 1.01  -0.631
53 O -8.90 4.43 -2.49  -0.646
54 O 3.33 -2.94 5.04  -0.631
55 O 11.27 1.00 -2.19  -0.647
56 O -6.78 0.05 2.31  -0.599
57 O 8.60 -1.77 -3.51  -0.636
58 O 4.22 -5.38 3.60  -0.564
59 O 1.12 0.53 -1.02  -0.497
60 O -0.76 0.89 -8.05  -0.572
61 O -0.01 3.22 -7.80  -0.696
62 O 9.94 0.76 -0.17  -0.605
63 O -6.78 2.45 2.26  -0.588
64 O -1.67 -0.18 -0.35  -0.564
65 O -9.56 2.74 3.34  -0.622
66 O -8.98 2.02 -3.10  -0.493
67 O 1.73 -0.68 -7.53  -0.714
68 O -7.09 0.53 -0.96  -0.459
69 O -0.09 -0.25 -5.72  -0.533
70 O 8.75 0.66 -2.86  -0.603
71 O -6.29 1.62 -3.08  -0.536
72 O 2.40 -5.76 1.97  -0.706
73 N -6.21 -3.51 -0.86  0.538
74 N -7.12 3.07 -1.23  -0.227
75 N 1.86 -5.82 -4.25  0.138
76 N 10.02 -1.35 -1.66  -0.485
77 N 5.29 3.94 1.00  0.587
78 N -8.09 1.01 4.35  -0.537
79 N 0.71 -1.39 0.53  0.699
80 N 1.56 1.54 -6.59  -0.557
81 N -2.45 5.19 6.44  0.574
82 N 2.90 -3.41 2.45  -0.378
83 C 3.40 3.26 -0.44  -0.128
84 C 5.88 3.29 2.22  -1.036
85 C 5.84 -6.81 -5.01  -1.411
86 C -0.66 4.66 4.62  -0.285
87 C 4.34 -6.82 -4.47  -0.450
88 C 6.34 4.87 0.42  -0.813
89 C 4.88 2.93 -0.12  -0.767
90 C -4.86 1.72 -0.89  0.608
91 C -5.77 -3.09 1.59  -0.263
92 C -2.12 6.67 6.12  -1.248
93 C 1.46 1.74 -9.65  0.728
94 C -5.47 -4.51 1.27  -0.843
95 C 0.95 -4.54 -4.25  -0.046
96 C 7.21 -0.94 -1.23  0.582
97 C -0.51 -5.02 -4.15  -0.162
98 C -2.58 3.79 8.50  -0.590
99 C -5.14 1.23 4.13  0.531
100 C -9.61 2.34 6.08  0.519
101 C -2.08 4.37 5.11  -0.730
102 C 2.55 -0.31 -4.91  0.410
103 C 3.34 -5.58 -4.72  -0.379
104 C -0.50 -6.46 -4.65  -1.034
105 C 6.85 6.76 -1.31  -1.475
106 C 1.99 -6.33 -2.85  -1.448
107 C -10.02 2.76 -0.64  0.711
108 C -3.93 5.09 6.86  -0.528
109 C -1.71 4.71 7.69  -0.746
110 C -1.03 0.09 2.29  0.172
111 C -3.92 4.47 8.17  -0.419
112 C 5.81 5.96 -0.56  -0.034
113 C 4.77 -4.88 1.07  0.672
114 C 4.01 4.58 1.56  -0.906
115 C 2.82 -1.50 -1.06  -0.355
116 C 0.95 -6.69 -5.14  -0.463
117 C -5.88 -4.82 -0.23  -0.687
118 C 3.00 4.49 0.38  -0.498
119 C -0.37 3.91 3.29  -1.035
120 C -4.94 -2.82 -1.45  -0.174
121 C 12.30 -0.41 -0.24  0.551
122 C -7.44 -3.55 -1.80  -0.936
123 C -3.13 -2.58 -3.18  -1.121
124 C 3.34 -0.76 3.42  0.444
125 C -6.69 -2.77 0.38  -1.120
126 C -4.69 -2.96 -2.97  -0.331
127 Li 1.22 -2.86 1.75  0.965
128 H -2.24 3.29 5.22  0.327
129 H -5.13 -5.33 -0.83  0.360
130 H -7.22 -4.28 -2.58  0.399
131 H 2.57 -5.68 -2.19  0.468
132 H -4.41 6.06 6.79  0.334
133 H 3.64 3.93 2.35  0.553
134 H 7.29 6.22 -2.16  0.374
135 H -1.06 6.91 6.03  0.340
136 H 5.85 -6.84 -6.10  0.389
137 H -0.52 5.67 4.26  0.297
138 H -5.18 -1.79 -1.18  -0.211
139 H 6.37 7.61 -1.79  0.393
140 H -2.83 -2.36 -4.21  0.672
141 H -8.36 -3.63 -1.22  0.379
142 H 0.48 4.37 2.77  0.070
143 H -2.42 7.28 6.97  0.513
144 H 6.67 5.27 1.38  0.471
145 H -2.47 -3.29 -2.68  0.107
146 H -1.31 3.74 2.77  0.408
147 H -4.95 -4.00 -3.18  0.352
148 H 5.63 2.95 -0.91  0.240
149 H 0.02 2.97 3.67  0.194
150 H -2.83 4.71 4.40  0.445
151 H -7.63 -2.56 -2.21  0.293
152 H 5.17 2.51 2.51  0.337
153 H 5.18 5.39 -1.24  0.219
154 H 0.99 -6.43 -2.45  0.532
155 H 6.02 3.94 3.09  0.357
156 H 1.27 -4.07 -5.18  0.439
157 H 1.13 -6.38 -6.16  0.453
158 H -0.47 -7.01 -3.71  0.322
159 H 4.98 1.92 0.27  0.356
160 H 6.87 2.93 1.94  0.457
161 H 1.26 -3.86 -3.45  -0.302
162 H -4.21 -3.21 -0.74  0.332
163 H 6.33 -7.75 -4.77  0.362
164 H 4.19 5.61 1.89  0.262
165 H -2.86 -1.66 -2.67  0.198
166 H 2.40 -7.32 -3.07  0.480
167 H -4.95 -2.37 1.49  -0.174
168 H -6.78 -5.44 -0.18  0.429
169 H -6.27 -2.79 2.51  0.743
170 H 2.85 2.32 -0.44  -0.183
171 H -5.32 -2.21 -3.46  0.301
172 H 1.24 -7.74 -5.02  0.433
173 H -4.70 3.72 8.34  0.387
174 H -6.94 -1.74 0.13  0.656
175 H 3.24 -5.38 -5.78  0.511
176 H 7.14 4.30 -0.05  0.449
177 H -0.75 4.32 7.34  0.332
178 H 3.08 5.44 -0.13  0.326
179 H -2.67 6.87 5.20  0.431
180 H -1.20 -6.89 -5.36  0.409
181 H 0.09 4.56 5.40  0.404
182 H -0.80 -5.02 -3.10  0.067
183 H 3.70 -4.71 -4.16  0.252
184 H -2.49 2.80 8.05  0.309
185 H -4.39 -4.60 1.40  0.262
186 H -4.61 4.53 6.21  0.096
187 H -2.51 3.61 9.57  0.375
188 H -7.64 -3.23 0.66  0.514
189 H 6.44 -5.91 -4.90  0.383
190 H -5.83 -5.20 2.03  0.412
191 H 3.96 -7.79 -4.79  0.258
192 H 3.25 3.42 -1.51  0.488
193 H 4.39 -6.79 -3.38  0.354
194 H -1.43 5.60 8.25  0.428
195 H -1.15 -4.32 -4.69  0.486
196 H 5.18 6.63 0.02  0.252
197 H -4.11 5.33 8.81  0.302
198 H 1.97 4.43 0.74  0.386
199 H 7.58 7.15 -0.60  0.354

HOMO energy (alpha / beta)	-7.30 / -7.30	eV
expectation value of S²	0.76
spin multiplicity	2
LUMO energy (alpha / beta)	-0.043 / -0.183	Eh
energy relative to the best compared isomer or geometry (same formula, charge and spin)	5.470	eV



2.
C44H74BeF15O22 | ωB97M-V/def2-TZVPD

Last column: Mulliken charge in e.
Element x y z (Å)
1 F -2.19 -1.97 4.89  -0.286
2 F -3.56 7.65 -2.26  -0.255
3 F -4.38 0.87 -0.75  -0.175
4 F -3.76 0.70 1.34  -0.163
5 F -0.36 1.45 3.30  -0.212
6 F -1.85 6.42 -2.59  -0.230
7 F -1.68 0.02 5.72  -0.250
8 F 0.13 1.13 -4.89  -0.202
9 F 0.30 3.26 -5.22  -0.273
10 F -3.32 6.69 -4.18  -0.220
11 F 0.94 1.91 -6.71  -0.275
12 F 1.01 -0.11 3.87  -0.248
13 F -0.68 -0.54 2.74  0.051
14 F -5.86 0.47 0.95  -0.285
15 F -3.32 -0.17 4.19  -0.235
16 O -2.11 -3.18 -2.84  -0.507
17 O 3.08 4.56 6.03  -0.320
18 O 2.32 1.04 1.47  0.111
19 O 4.04 3.24 4.47  -0.587
20 O -3.62 -1.86 1.04  -0.113
21 O -4.56 5.60 -1.18  -0.267
22 O -5.11 -1.98 -0.63  -0.536
23 O 0.83 4.41 2.54  -0.246
24 O 0.34 1.25 0.52  -0.347
25 O -3.52 -0.27 7.47  -0.257
26 O 5.53 0.45 0.58  -0.743
27 O 2.37 -4.12 0.87  -0.461
28 O 3.76 -3.17 -5.79  -0.193
29 O 0.68 -4.55 -3.19  -0.050
30 O -1.66 3.35 -6.99  -0.293
31 O -4.55 -1.90 6.14  -0.528
32 O 3.85 -3.91 2.98  -0.372
33 O 6.21 -1.70 0.53  -0.346
34 O 3.25 -0.46 -4.41  -0.467
35 O 2.97 4.37 1.70  -0.731
36 O -4.03 4.30 -3.10  -0.519
37 O -2.12 1.15 -6.45  -0.541
38 C 3.38 -4.01 -6.91  -0.945
39 C -1.37 2.12 -6.44  0.345
40 C 4.42 -1.11 -4.82  0.089
41 C 1.74 4.40 1.51  0.417
42 C -2.65 -0.74 5.24  1.464
43 C -4.00 5.35 -2.43  0.432
44 C 4.73 -2.73 -0.96  0.127
45 C -1.91 -3.25 1.58  -0.340
46 C -3.29 -3.21 0.98  -0.483
47 C -2.92 3.67 -7.51  -0.355
48 C 3.10 -2.73 2.75  -0.160
49 C 4.21 -1.29 -0.65  0.863
50 C 0.23 0.37 2.87  0.796
51 C 1.58 -5.22 -4.09  -0.958
52 C 4.23 -1.88 -6.14  -0.806
53 C 2.14 -1.23 -3.96  -0.097
54 C -4.30 4.00 0.65  -0.512
55 C -0.82 0.73 -0.14  1.475
56 C -3.67 -1.06 6.32  -0.226
57 C -1.13 -2.13 -3.02  -0.130
58 C 2.03 2.48 5.71  0.461
59 C 1.04 0.55 1.50  0.535
60 C 5.32 -0.73 0.21  0.380
61 C 1.14 3.45 6.48  -0.592
62 C -0.33 4.82 0.58  0.574
63 C -4.02 3.96 -6.47  -0.783
64 C 4.90 -3.78 3.94  -0.887
65 C -1.10 1.51 -1.46  -1.602
66 C -5.23 4.61 -0.41  -0.540
67 C -1.63 -4.43 -2.37  0.044
68 C 1.11 4.63 0.20  -0.138
69 C 0.03 2.08 -5.79  0.914
70 C 1.88 -3.33 1.99  0.395
71 C -3.16 6.53 -2.89  0.805
72 C -4.61 0.21 0.40  1.115
73 C -4.52 -1.31 0.21  -0.067
74 C -4.34 -0.56 8.63  -0.120
75 C 1.38 -4.36 -0.09  -0.624
76 C -0.47 4.38 2.06  -0.003
77 C 2.14 4.50 7.04  -0.478
78 C 3.15 3.43 5.32  0.497
79 C -3.71 -1.49 9.55  -1.177
80 C 5.75 -3.01 0.12  -0.515
81 C -0.64 -5.18 -3.19  -0.918
82 Be 4.50 2.39 1.99  1.545
83 H -0.24 1.45 -2.12  0.352
84 H -2.49 -5.10 -2.30  0.497
85 H 0.92 -3.46 -0.49  -0.021
86 H 2.38 -3.74 -7.23  0.360
87 H 5.10 -0.29 -5.03  0.341
88 H 1.72 -1.89 -4.72  0.406
89 H 1.65 5.41 -0.32  0.529
90 H -3.46 3.48 0.18  -0.103
91 H -3.90 4.97 -6.08  0.115
92 H 5.58 -2.95 3.76  0.329
93 H -2.02 1.29 -2.01  0.509
94 H 0.37 3.88 5.85  0.197
95 H 4.12 -0.63 -1.51  0.441
96 H 1.62 5.46 7.10  0.364
97 H -1.09 -5.27 -4.17  0.408
98 H -3.49 -2.42 9.04  0.298
99 H 1.13 -0.46 1.09  -0.578
100 H -4.99 3.86 -6.95  0.385
101 H -3.97 4.68 1.43  0.421
102 H 2.52 4.22 8.02  0.285
103 H 1.56 -6.31 -4.02  0.478
104 H 3.66 -2.00 2.18  -0.258
105 H 5.21 -2.66 -1.94  0.239
106 H 1.19 3.69 -0.36  -0.046
107 H 5.36 -3.58 0.97  0.096
108 H 2.83 -2.30 3.72  0.643
109 H 3.96 -3.49 -1.07  -0.089
110 H 5.15 -2.01 -6.70  0.567
111 H -2.83 4.52 -8.19  0.365
112 H -4.99 3.32 1.14  0.324
113 H 2.39 -1.86 -3.11  0.175
114 H 2.47 1.67 6.29  0.415
115 H 3.34 -5.07 -6.66  0.258
116 H -3.24 -3.61 -0.03  0.258
117 H 2.58 -4.94 -3.78  0.237
118 H 5.55 -4.65 3.88  0.317
119 H -3.29 2.89 -8.18  0.352
120 H -1.73 0.92 0.44  -0.315
121 H 3.43 -1.34 -6.65  0.399
122 H -1.50 -4.25 1.70  0.615
123 H 1.31 -0.59 -3.66  -0.110
124 H -1.27 2.58 -1.30  -0.230
125 H 4.72 -1.78 -4.02  -0.215
126 H 0.61 2.93 7.28  0.426
127 H -3.96 -3.80 1.61  0.309
128 H -1.12 -2.80 0.98  -0.308
129 H 1.95 -4.80 -0.91  0.346
130 H -4.29 -1.70 10.45  0.390
131 H -1.14 5.05 2.60  0.520
132 H 1.38 -4.01 2.68  0.569
133 H 4.05 -3.91 -7.76  0.384
134 H 6.61 -3.52 -0.32  0.440
135 H -0.91 4.16 -0.05  -0.911
136 H 0.63 -5.02 0.35  0.450
137 H -4.05 3.29 -5.61  0.254
138 H -6.09 5.10 0.03  0.337
139 H -5.61 3.75 -0.95  0.334
140 H 1.09 -2.62 1.74  -0.723
141 H -2.72 -1.11 9.80  0.296
142 H -0.56 -6.20 -2.82  0.520
143 H -0.43 -2.39 -3.82  0.288
144 H -0.56 5.87 0.39  0.450
145 H -1.79 -2.76 2.54  0.140
146 H -5.38 -0.90 8.54  0.327
147 H 4.62 -3.78 4.99  0.331
148 H 1.42 -4.83 -5.10  0.272
149 H -4.44 0.40 9.14  0.291
150 H -0.78 -0.31 -0.46  -0.136
151 H -0.84 3.35 2.08  -0.165
152 H -0.51 -2.17 -2.13  -0.333
153 H 1.55 2.11 4.80  -0.659
154 H -1.40 -4.35 -1.31  -0.346
155 H -1.54 -1.13 -3.11  0.504
156 H 3.25 -1.32 -0.13  -0.848

HOMO energy (alpha / beta)	-13.06 / -13.06	eV
total charge	+2
expectation value of S²	0.76
spin multiplicity	2
LUMO energy (alpha / beta)	-0.377 / -0.378	Eh
energy relative to the best compared isomer or geometry (same formula, charge and spin)	0.000	eV